DFT (ωB97M-V/def2-TZVPD) results for 4 unconnected molecules or ions with the total composition C24H56N3O11P.

For the calculated total energy, the calculation gives -62071.7756 eV. The SMILES is CCOCC[C@]1(CNC)OC(=O)O[C@]1(C[C@@H](O)CN)[PH2]=N.COCCOC.COCCOC.COCCOC. The largest force on an atom comes out at 0.019 hartree/bohr. Its highest occupied orbital energy is -8.67 eV.

Geometry as ORCA input:
```
! wB97M-V def2-TZVPD RIJCOSX def2/J DEFGRID3
* xyz 0 1
C -1.12942 -2.54972 2.43504
C -2.20741 -2.36783 1.37651
O -1.75474 -1.56256 0.29851
C -1.69147 -2.20725 -0.95619
C -0.50256 -3.17265 -1.02826
C 0.14266 -3.67043 -2.37050
C -0.23063 -5.13064 -2.70057
N 0.92352 -6.00631 -2.90954
C 1.25955 -6.80374 -1.73301
O 1.57939 -3.52641 -2.10979
C 1.89498 -2.25375 -2.37800
O 2.90682 -1.72686 -2.08221
O 0.89110 -1.64164 -3.05335
C 0.09945 -2.71375 -3.59945
C 0.86658 -3.35087 -4.78404
C 1.12523 -2.46327 -6.01826
O 1.14924 -1.09896 -5.62354
C 2.43799 -2.84234 -6.69978
N 2.52292 -2.16005 -7.99570
P -1.56546 -2.18537 -4.25603
N -1.87282 -0.69404 -4.57201
H -1.46772 -3.24172 3.21364
H -0.90610 -1.59488 2.92261
H -0.20115 -2.93684 2.00880
H -3.07928 -1.87392 1.82435
H -2.56221 -3.34529 1.01607
H -2.64477 -2.72505 -1.13097
H -1.59411 -1.39464 -1.67829
H 0.28865 -2.67649 -0.45842
H -0.76092 -4.07351 -0.45785
H -0.84123 -5.14450 -3.60994
H -0.87724 -5.50321 -1.89744
H 0.71164 -6.63265 -3.67690
H 1.54521 -6.13736 -0.91300
H 0.43327 -7.44254 -1.39127
H 2.12366 -7.43630 -1.95408
H 0.27445 -4.20956 -5.12037
H 1.81334 -3.76178 -4.42772
H 0.33059 -2.60600 -6.76379
H 0.96194 -0.56573 -6.40602
H 3.24897 -2.48293 -6.05592
H 2.53150 -3.93579 -6.77336
H 2.14840 -2.73939 -8.73667
H 3.48401 -1.95824 -8.23985
H -2.47822 -2.78254 -3.37926
H -1.68165 -3.08359 -5.33368
H -1.06954 -0.08859 -4.44473
C 1.78312 3.02817 5.60645
O 2.35042 2.03453 4.77520
C 2.17425 0.71249 5.25425
C 1.01887 0.00829 4.57811
O -0.22753 0.61328 4.87299
C -0.71146 1.46433 3.84417
H 1.78837 3.96091 5.04445
H 0.75425 2.78309 5.88090
H 2.37559 3.16204 6.51857
H 2.01881 0.71670 6.33821
H 3.09674 0.16180 5.04606
H 0.97805 -1.02428 4.94079
H 1.18022 -0.02113 3.49528
H -1.07989 0.88102 2.99285
H 0.06300 2.14868 3.49422
H -1.53497 2.04574 4.25507
C 1.96220 2.55274 0.63745
O 1.31807 3.16361 -0.46537
C 2.09274 4.16518 -1.09522
C 2.80074 3.64517 -2.32578
O 3.76820 2.66541 -2.00637
C 3.31603 1.33063 -2.18628
H 1.37987 1.67022 0.89843
H 2.98058 2.24519 0.38697
H 1.98921 3.22162 1.50288
H 2.82771 4.57775 -0.39559
H 1.41325 4.97196 -1.38899
H 3.31827 4.47835 -2.81293
H 2.06497 3.24406 -3.03117
H 3.24589 1.07819 -3.24924
H 2.34159 1.17199 -1.72026
H 4.04126 0.67012 -1.71941
C -5.93220 5.30141 4.68852
O -4.94595 5.96558 5.45554
C -4.03182 5.09206 6.09423
C -2.72654 4.97901 5.33942
O -2.89488 4.38142 4.06605
C -2.92394 5.30770 2.99523
H -6.43370 6.05544 4.08452
H -5.49138 4.55032 4.02895
H -6.67265 4.81870 5.33590
H -4.47463 4.09800 6.21530
H -3.82926 5.49589 7.09083
H -2.04214 4.34633 5.91438
H -2.26822 5.96819 5.23939
H -1.92203 5.70046 2.79111
H -3.60002 6.14012 3.20337
H -3.27545 4.77295 2.11483
*
```

Here are the Mulliken charges for atoms 1 to 4, given in e: -0.54, -0.39, -0.38, -0.58



DFT (ωB97M-V/def2-TZVPD) results for a molecular structure, C24H56N8O9V in a non-equilibrium geometry.

For the calculated total energy, the calculation gives -81821.5255 eV. The energy relative to the best compared isomer or geometry (same formula, charge and spin) comes out at 15.66 kcal/mol. The largest force on an atom comes out at 0.080 hartree/bohr. Its highest occupied orbital energy (alpha / beta) is -12.14 / -12.14 eV.

Geometry as ORCA input:
```
! wB97M-V def2-TZVPD RIJCOSX def2/J DEFGRID3
* xyz 2 2
O -0.38888 -0.88186 -1.12363
V -0.26175 -0.33599 0.36904
C 0.58214 1.94284 -3.74294
O -0.01493 1.46202 -2.79355
N 0.04688 2.43862 -4.86848
C 0.84136 2.79597 -6.02889
C -1.37255 2.71036 -4.95226
H 1.68690 1.96110 -3.79917
H 0.78348 3.86480 -6.22727
H 0.44574 2.25861 -6.89617
H 1.85704 2.41290 -5.94557
H -1.52763 3.76339 -5.20874
H -1.93954 2.10541 -5.65839
H -1.81454 2.60235 -3.96265
C 3.19991 0.38293 -0.24779
O 2.03635 0.05899 -0.05090
N 4.10349 0.60136 0.70437
C 5.46336 1.06739 0.43897
C 3.79181 0.52170 2.11879
H 3.61166 0.57197 -1.24840
H 5.57725 1.25913 -0.62649
H 6.21944 0.38574 0.81765
H 5.58360 2.03811 0.92535
H 4.59725 0.03322 2.66765
H 3.70428 1.53437 2.52403
H 2.86137 0.00665 2.34004
C -0.45299 -3.24103 -5.99770
O -0.05928 -3.77172 -7.01266
N -0.02753 -2.05127 -5.52430
C -0.74472 -1.42535 -4.43125
C 0.90897 -1.24871 -6.24981
H -1.18609 -3.77839 -5.38291
H -1.39444 -0.63149 -4.82249
H -0.05775 -0.90497 -3.76168
H -1.29804 -2.15879 -3.85259
H 0.42025 -0.34775 -6.65076
H 1.69745 -0.79889 -5.63621
H 1.33599 -1.83316 -7.05871
C -3.52500 0.66930 0.05764
O -2.31943 0.50304 0.17267
N -4.26361 1.43362 0.86278
C -5.70533 1.51352 0.71639
C -3.63553 2.22261 1.90891
H -4.15055 0.15136 -0.67883
H -5.99727 2.53429 0.46296
H -6.18578 1.15583 1.62596
H -6.06456 0.91075 -0.11667
H -3.61057 3.27117 1.60657
H -4.23803 2.15181 2.81616
H -2.62582 1.90126 2.14486
C -2.31641 -2.69753 1.84729
O -1.64852 -1.79591 1.34077
N -3.09261 -2.51115 2.90586
C -3.90061 -3.59055 3.47132
C -3.23893 -1.24995 3.58104
H -2.36782 -3.71597 1.45004
H -3.57990 -3.91200 4.46190
H -3.77559 -4.48159 2.85334
H -4.94645 -3.29516 3.46945
H -2.85173 -1.29856 4.60307
H -2.75080 -0.40520 3.10202
H -4.30164 -0.99841 3.64032
C 0.42764 2.96529 0.52542
O 0.00245 1.83229 0.32412
N 0.02159 4.03437 -0.14855
C 0.81491 5.25906 -0.16271
C -1.05366 3.99505 -1.12561
H 1.17574 3.19948 1.29494
H 1.38506 5.33890 0.76684
H 0.17807 6.13121 -0.26258
H 1.57671 5.18194 -0.94181
H -0.70241 4.28413 -2.11449
H -1.49679 3.00216 -1.14888
H -1.83796 4.69645 -0.83075
C 0.04102 0.35712 3.67312
O -0.08938 0.19558 2.46095
N 0.82497 -0.36767 4.46860
C 1.37757 -1.65982 4.09304
C 1.06231 0.01398 5.84009
H -0.52352 1.11371 4.23047
H 1.08667 -2.00298 3.10803
H 1.16800 -2.41465 4.85000
H 2.46709 -1.54350 4.08313
H 0.65108 0.99838 6.06494
H 0.67447 -0.66857 6.59975
H 2.12708 0.08980 6.07648
C 1.19005 -3.50701 0.98268
O 0.95950 -2.35626 0.63225
N 2.41406 -3.98153 1.22131
C 2.61676 -5.24717 1.91058
C 3.57366 -3.12354 1.15794
H 0.39114 -4.25025 1.08033
H 1.73924 -5.88889 1.88022
H 2.88301 -5.05780 2.95233
H 3.42672 -5.78410 1.41702
H 3.44190 -2.13971 0.71841
H 3.89946 -2.84256 2.17213
H 4.38299 -3.69004 0.70093
*
```

Here are the Mulliken charges for atoms 1 to 4, given in e: 0.11, 0.98, -0.23, -0.44



DFT (ωB97M-V/def2-TZVPD) results for 8 unconnected molecules or ions with the total composition C24H57BN3O19 in a non-equilibrium geometry.

For the calculated total energy, the calculation gives -69866.1752 eV. The energy relative to the best compared isomer or geometry (same formula, charge and spin) comes out at 0.00 kcal/mol. The largest force on an atom comes out at 0.056 hartree/bohr. Its highest occupied orbital energy is -6.89 eV.

Geometry as ORCA input:
```
! wB97M-V def2-TZVPD RIJCOSX def2/J DEFGRID3
* xyz -1 1
O 7.94700 -23.11624 24.70396
C 6.88907 -22.90755 24.17880
O 6.40624 -21.74895 23.82163
B 5.04025 -21.93962 23.29234
O 4.75328 -23.37686 23.43567
C 5.85524 -24.02079 23.82124
O 6.02374 -25.19320 23.92195
O 4.98624 -21.48167 21.88628
C 3.98286 -20.63073 21.73919
O 3.60337 -20.18696 20.70105
C 3.39992 -20.37514 23.15190
O 4.08122 -21.08996 24.02620
O 2.52786 -19.60260 23.42717
C 0.73418 -23.49767 27.81589
C 1.87132 -22.48824 27.51065
C 3.23676 -23.10607 27.77044
O 4.33076 -22.19835 27.73095
C 4.21654 -21.16775 28.68423
N 1.67103 -22.11242 26.08990
H -0.12101 -22.95045 27.41320
H 0.63792 -23.71570 28.87700
H 0.83141 -24.38755 27.19754
H 1.61693 -21.61408 28.11472
H 3.43235 -23.77834 26.93820
H 3.18153 -23.61728 28.73733
H 5.12004 -20.58040 28.82664
H 3.93476 -21.54171 29.67690
H 3.41354 -20.49392 28.36891
H 1.87242 -22.98949 25.60282
H 2.48414 -21.55765 25.79784
C 10.82023 -24.01689 26.32139
C 11.20160 -24.45616 24.90103
C 12.48015 -25.27426 24.86701
O 12.23516 -26.56080 25.40118
C 13.21915 -27.51541 25.10576
N 10.13365 -25.27123 24.28348
H 10.41074 -24.78698 26.97249
H 10.05601 -23.23464 26.27778
H 11.66093 -23.45087 26.74365
H 11.36683 -23.50479 24.38984
H 13.31854 -24.89119 25.47107
H 12.84114 -25.30331 23.82941
H 12.85057 -28.50996 25.35245
H 14.10817 -27.28108 25.70493
H 13.45050 -27.53314 24.03477
H 10.14461 -26.09837 24.87071
H 9.26421 -24.75742 24.39295
C 3.25890 -27.31024 27.34589
C 3.44402 -26.65962 25.97951
C 3.72677 -27.65170 24.86813
O 2.68595 -28.57721 24.74389
C 2.93110 -29.72554 23.93905
N 2.31774 -25.76964 25.73317
H 4.08010 -27.95964 27.65236
H 2.35443 -27.92379 27.30700
H 3.10594 -26.55766 28.11928
H 4.32751 -26.01510 26.02148
H 4.72272 -28.08523 25.01922
H 3.80553 -27.02557 23.96685
H 3.09689 -29.31903 22.93841
H 2.03811 -30.34453 23.96727
H 3.75486 -30.31464 24.34737
H 1.43961 -26.22917 25.53288
H 2.54644 -25.11713 24.99604
C 3.15763 -16.35167 25.03462
C 1.70514 -16.78058 25.17977
O 1.08763 -16.34149 26.36459
O 3.32754 -14.93773 24.86776
H 3.63851 -16.80305 24.16542
H 3.70824 -16.75926 25.89485
H 1.72622 -17.88049 25.18175
H 1.15938 -16.45845 24.28067
H 0.25268 -16.80376 26.46146
H 3.16812 -14.60041 25.76052
C -1.90501 -18.96209 24.45652
C -0.78535 -19.95183 24.56465
O -0.34026 -20.12270 25.92714
O -3.13853 -19.44818 24.98692
H -2.06935 -18.69366 23.41162
H -1.68898 -18.00242 24.94063
H 0.10029 -19.55802 24.04408
H -0.95702 -20.87092 23.99268
H 0.48124 -20.65637 25.78327
H -2.95338 -19.74917 25.88331
C 1.55116 -23.56053 22.48904
C 2.38073 -23.90505 21.24595
O 2.17855 -23.07636 20.10912
O 0.22664 -24.06163 22.30690
H 1.47239 -22.46848 22.53236
H 1.97322 -24.15011 23.29531
H 2.23609 -24.94253 20.94425
H 3.42731 -23.73745 21.52229
H 2.82722 -22.37301 20.03189
H -0.16157 -23.76180 21.48113
C 8.22125 -19.01675 20.40268
C 8.03598 -20.50781 20.27112
O 8.95629 -21.12080 19.35972
O 9.30585 -18.59832 21.20753
H 7.32322 -18.57056 20.86553
H 8.27685 -18.46692 19.45959
H 6.98154 -20.74969 20.14656
H 8.33531 -20.91046 21.24518
H 8.44067 -21.63409 18.73174
H 9.27863 -19.01465 22.07342
*
```

Here are the Mulliken charges for atoms 1 to 4, given in e: -0.57, 0.29, -0.53, 1.43



DFT (ωB97M-V/def2-TZVPD) results for 3 unconnected molecules or ions with the total composition C24H57BrClF7N10O5P3S in a non-equilibrium geometry.

For the calculated total energy, the calculation gives -191213.8021 eV. The largest force on an atom comes out at 0.215 hartree/bohr. Its highest occupied orbital energy is -9.17 eV.

Geometry as ORCA input:
```
! wB97M-V def2-TZVPD RIJCOSX def2/J DEFGRID3
* xyz 1 1
C -0.20977 4.17114 -5.27087
C -0.66212 3.28649 -3.93256
N -0.20244 4.07855 -2.73332
C 0.32193 3.15875 -1.60994
C -0.91650 2.37816 -0.88724
N -0.52412 1.30906 0.11771
C -0.66976 1.86064 1.51607
Br 0.64987 3.25970 2.04900
C -0.69920 0.74244 2.71666
C -2.22364 0.08544 2.92293
C 0.77951 0.60101 -0.17606
P 0.77291 -1.28536 0.13735
N -0.75497 -1.89020 0.80995
O 1.95806 -1.57096 1.42986
C 1.26769 0.82415 -1.76031
S 2.75275 -0.18504 -2.26141
O 3.64713 0.56723 -3.32546
O 3.74130 -0.43427 -1.05500
C 2.40520 -1.86097 -3.00354
F 3.52758 -2.12695 -3.98112
F 2.50992 -3.00507 -2.02097
C 0.97795 -2.04497 -3.76409
F 0.97326 -3.45950 -4.29914
F -0.22762 -1.96664 -2.88812
C 0.69838 -1.07992 -5.04796
F 1.84808 -0.29708 -5.54118
F 0.27556 -1.96261 -6.19960
F -0.52537 -0.24485 -4.75531
N 1.48597 2.29457 -2.03304
Cl 2.87410 2.94160 -1.23970
H 0.02131 3.50263 -6.20374
H 0.75650 4.77514 -4.92263
H -1.04511 4.98643 -5.47002
H -1.83429 3.25652 -3.95705
H -0.28074 2.18263 -3.98604
H -1.01886 4.62821 -2.36804
H 0.75493 3.92437 -0.80205
H -1.64774 3.19692 -0.46931
H -1.53292 1.80847 -1.73640
H -1.28089 0.56428 0.02664
H -1.74112 2.38811 1.54934
H -0.50974 1.34846 3.72821
H 0.14569 -0.06403 2.67092
H -2.80149 0.29797 1.90958
H -2.06428 -1.08178 2.98684
H -2.77932 0.53080 3.86577
H 1.69097 1.02161 0.47050
H -1.44993 -1.83470 0.01220
H -0.60417 -2.93391 0.93652
H 1.45550 -1.80980 2.28497
H 0.37205 0.48569 -2.47325
O 7.21304 -3.05278 4.25179
P 6.82720 -1.79328 3.43795
N 6.63222 -2.72449 2.01657
C 7.09817 -2.46946 0.66011
C 5.43511 -3.55469 1.99070
N 8.46213 -1.19747 3.55506
C 9.47696 -1.45784 2.53762
C 9.11784 -1.46462 4.85548
N 6.38366 -0.34540 2.50238
C 4.98558 -0.20855 2.11234
C 7.22423 0.68673 1.92950
H 6.56112 -1.65327 0.17367
H 6.96515 -3.35526 0.02144
H 8.15985 -2.27756 0.60064
H 4.54057 -2.95183 1.81563
H 5.30129 -4.08537 2.93871
H 5.47552 -4.33220 1.21842
H 9.61887 -2.52470 2.36436
H 10.44854 -1.03082 2.82671
H 9.25225 -0.95415 1.59738
H 9.49357 -2.49612 4.91719
H 8.42880 -1.29715 5.68542
H 9.97071 -0.79453 5.00873
H 4.79437 -0.66105 1.13511
H 4.66600 0.83802 2.05798
H 4.33609 -0.69164 2.84690
H 7.65417 0.37148 0.97543
H 8.02297 1.00485 2.60499
H 6.66148 1.60635 1.72625
O -5.55439 1.42411 0.10808
P -6.58964 0.31936 0.43263
N -6.73144 -0.08756 -1.22261
C -7.92090 -0.33624 -2.02603
C -5.59127 -0.80846 -1.77334
N -7.76901 1.52942 0.86453
C -8.74200 2.06422 -0.08423
C -7.20861 2.70352 1.57152
N -7.77974 -0.95063 0.80571
C -7.33553 -2.33396 0.68510
C -9.19701 -0.84452 1.08877
H -8.41356 -1.27707 -1.77434
H -7.67290 -0.39016 -3.09647
H -8.64500 0.46436 -1.97886
H -5.58082 -1.84765 -1.43531
H -4.64670 -0.34721 -1.46789
H -5.58026 -0.80930 -2.86991
H -8.26261 2.49493 -0.96345
H -9.36120 2.84616 0.37951
H -9.47238 1.31411 -0.38776
H -6.74149 3.41352 0.87390
H -6.46208 2.40010 2.30789
H -7.99154 3.24362 2.11485
H -7.51760 -2.72895 -0.31846
H -7.83791 -2.99913 1.39611
H -6.26544 -2.41011 0.89464
H -9.78469 -0.75655 0.17150
H -9.43350 -0.01253 1.75761
H -9.57620 -1.72923 1.61529
*
```

Here are the Mulliken charges for atoms 1 to 4, given in e: -0.97, 0.23, -0.40, -0.27